C17H40N10O6Si | ωB97M-V/def2-TZVPD

Calculated values
Total energy: -1960.44008 hartree
E_LUMO: 0.499 eV
Highest occupied orbital energy: -8.40 eV

Geometry (Å):
C1 -0.7017 -1.2124 -2.9351
O1 -2.0331 -0.8871 -3.2778
C2 -2.9717 -1.6278 -2.5029
C3 -3.3237 -0.8865 -1.1980
C4 -4.1456 -1.7891 -0.2674
Si1 -4.4899 -1.0844 1.4486
C5 -2.9422 -0.8380 2.5310
C6 -1.6389 -1.2243 1.8491
C7 -1.3158 -2.5466 1.6652
C8 -0.1506 -2.8739 1.0112
C9 0.6750 -1.8800 0.5557
C10 0.3623 -0.5615 0.7703
C11 1.2690 0.5616 0.2648
C12 -0.8043 -0.2064 1.4249
H1 -0.6290 -1.3376 -1.8444
H2 -0.3352 -2.1461 -3.4062
H3 0.0061 -0.4227 -3.2020
H4 -3.8750 -1.7827 -3.1024
H5 -2.4874 -2.5846 -2.2479
H6 -3.8659 0.0203 -1.4905
H7 -2.3681 -0.5611 -0.7727
H8 -3.7340 -2.8031 -0.1850
H9 -5.1318 -1.9162 -0.7440
H10 -5.3226 -2.1021 2.1510
H11 -5.3083 0.1313 1.3868
H12 -3.0718 -1.3338 3.4998
H13 -2.8975 0.2351 2.7616
H14 -1.9694 -3.3413 2.0164
H15 0.1296 -3.9111 0.8513
H16 1.5839 -2.1311 0.0145
H17 2.0003 0.8508 1.0210
H18 0.6026 1.3915 0.0054
H19 1.7286 0.2076 -0.6609
H20 -1.0848 0.8243 1.6163
C13 -0.0440 -5.3091 -4.3884
O2 0.5666 -4.3555 -4.8343
N1 0.5087 -6.5580 -4.2971
N2 -1.3307 -5.2123 -3.9413
H21 0.0245 -7.3559 -3.9334
H22 1.4534 -6.6640 -4.6164
H23 -1.7628 -4.3076 -3.9967
H24 -1.8549 -5.9808 -3.5696
C14 5.1597 0.5879 -0.0065
O3 4.4693 -0.4203 -0.0276
N3 6.2906 0.6870 0.7554
N4 4.8702 1.7003 -0.7349
H25 6.8681 1.5066 0.7832
H26 6.5419 -0.1099 1.3092
H27 4.0480 1.6685 -1.3081
H28 5.4367 2.5379 -0.7210
C15 -5.6984 3.2072 1.8847
O4 -4.8536 2.3310 1.9084
N5 -5.4123 4.5129 2.1709
N6 -7.0052 2.9560 1.5692
H29 -6.0928 5.2482 2.1570
H30 -4.4622 4.7317 2.4069
H31 -7.2493 2.0071 1.3537
H32 -7.7170 3.6604 1.5433
C16 1.0255 1.8050 5.0476
O5 1.3775 2.9668 5.1510
N7 0.6391 1.0567 6.1274
N8 0.9845 1.1496 3.8516
H33 0.3459 0.1007 6.0647
H34 0.6559 1.5050 7.0239
H35 1.2603 1.6666 3.0375
H36 0.6961 0.1944 3.7452
C17 7.1538 4.4800 -2.1506
O6 6.7784 3.8494 -1.1731
N9 8.1217 5.4353 -2.0714
N10 6.6349 4.2766 -3.3939
H37 8.4460 5.9646 -2.8578
H38 8.5230 5.6078 -1.1682
H39 5.9210 3.5773 -3.4851
H40 6.9278 4.7817 -4.2081



C17H40N2O4 | ωB97M-V/def2-TZVPD

Calculated values
Relative energy (zero: lowest compared OMol25 entry of this formula, charge and spin): 0.000 eV
Total energy: -1082.15831 hartree
E_LUMO: 0.374 eV
Highest occupied orbital energy: -8.04 eV

Geometry (Å):
O1 -5.0210 0.8436 3.0707
C1 -4.1857 1.1942 2.2909
O2 -4.3182 2.2802 1.4694
O3 -3.0485 0.5100 2.0551
C2 -1.8709 1.3030 2.3216
C3 -0.6085 0.4589 2.4452
C4 0.3245 1.1339 3.4722
C5 -0.0314 0.7949 4.9146
O4 0.8980 1.3387 5.8464
H1 -4.4966 3.0580 2.0176
H2 -2.0424 1.8173 3.2768
H3 -1.7316 2.0791 1.5618
H4 -0.8299 -0.5675 2.7542
H5 -0.0752 0.4648 1.4899
H6 0.2276 2.2249 3.3520
H7 1.3723 0.8939 3.2766
H8 -1.0396 1.1685 5.1438
H9 -0.0440 -0.2859 5.0732
H10 0.8718 2.2994 5.7606
C6 0.0285 1.9253 -1.9335
C7 1.3001 2.5741 -1.4103
N1 2.4361 1.6702 -1.3984
C8 3.5737 2.1833 -0.6560
C9 4.2752 3.4420 -1.1808
C10 2.7385 1.0229 -2.6645
C11 3.0364 1.9170 -3.8756
H11 -0.2027 1.0159 -1.3754
H12 -0.8091 2.6160 -1.8230
H13 0.0935 1.6684 -2.9907
H14 1.1315 2.8910 -0.3762
H15 1.4881 3.4953 -1.9852
H16 4.3072 1.3776 -0.5655
H17 3.2279 2.3836 0.3637
H18 4.8818 3.2358 -2.0616
H19 4.9439 3.8350 -0.4125
H20 3.5651 4.2310 -1.4308
H21 1.8984 0.3721 -2.9171
H22 3.5803 0.3469 -2.4957
H23 2.3320 2.7466 -3.9520
H24 2.9514 1.3314 -4.7928
H25 4.0437 2.3299 -3.8481
C12 -2.6916 -3.4954 -2.8730
C13 -1.5348 -3.9357 -1.9890
N2 -0.8751 -2.8298 -1.3187
C14 0.3863 -3.1959 -0.7004
C15 0.3622 -4.1958 0.4626
C16 -1.7395 -1.9668 -0.5314
C17 -2.5585 -2.5945 0.6000
H26 -2.3636 -2.7461 -3.5948
H27 -3.0810 -4.3535 -3.4223
H28 -3.5165 -3.0788 -2.2945
H29 -0.7846 -4.4246 -2.6168
H30 -1.8993 -4.7045 -1.2887
H31 0.8776 -2.2759 -0.3698
H32 1.0250 -3.6038 -1.4904
H33 -0.0137 -3.7472 1.3816
H34 1.3765 -4.5458 0.6646
H35 -0.2468 -5.0714 0.2357
H36 -2.4305 -1.4688 -1.2159
H37 -1.1213 -1.1610 -0.1254
H38 -3.0285 -3.5308 0.2946
H39 -3.3525 -1.9060 0.8909
H40 -1.9618 -2.7887 1.4908



C17H40NO2P2Yb | ωB97M-V/def2-TZVPD

Calculated values
Relative energy (zero: lowest compared OMol25 entry of this formula, charge and spin): 0.842 eV
Spin multiplicity: 2
Total energy: -2717.78763 hartree
Net charge: +2
E_LUMO (spin up / spin down): -7.258 / -7.468 eV
Highest occupied orbital energy (spin up / spin down): -14.34 / -14.30 eV

Geometry (Å):
Yb1 -0.5098 0.0374 -0.2947
P1 0.1722 -2.6341 -0.2314
P2 0.1992 2.6666 0.0872
N1 1.6919 0.0701 -0.9375
C1 1.8051 -2.5019 -1.0814
H1 2.4749 -3.2600 -0.6357
H2 1.7006 -2.7532 -2.1530
C2 2.5201 -1.1209 -0.9897
H3 3.1294 -1.0928 -0.0598
H4 3.2656 -1.0630 -1.8146
C3 2.5258 1.2536 -0.8856
H5 3.2389 1.2861 -1.7392
H6 3.1599 1.1126 0.0165
C4 1.8200 2.6369 -0.7873
H7 1.7197 3.0309 -1.8141
H8 2.4944 3.3236 -0.2461
C5 0.4469 3.5780 1.6516
C6 -0.6720 3.2548 2.6480
H9 -0.3599 3.5445 3.6570
H10 -0.9174 2.1888 2.6824
H11 -1.5924 3.8027 2.4268
C7 -0.9307 3.6181 -1.0464
C8 -2.3487 3.7219 -0.4515
H12 -3.0313 4.0808 -1.2379
H13 -2.3894 4.4336 0.3892
H14 -2.7326 2.7489 -0.1031
C9 -0.9401 -3.4551 -1.4802
C10 -2.3580 -3.6471 -0.9080
H15 -3.0369 -3.9135 -1.7332
H16 -2.7505 -2.7284 -0.4427
H17 -2.3888 -4.4597 -0.1638
C11 0.4330 -3.7292 1.2211
C12 -0.7115 -3.5658 2.2313
H18 -0.4029 -3.9635 3.2054
H19 -1.6036 -4.1209 1.9217
H20 -0.9980 -2.5189 2.3844
C13 -2.8998 -0.0383 0.8173
C14 -0.4018 4.9700 -1.5253
H21 -0.3406 5.7093 -0.7181
H22 0.5826 4.8857 -2.0023
H23 -1.1016 5.3644 -2.2774
C15 -0.3948 -4.7361 -2.1102
H24 -1.0872 -5.0439 -2.9079
H25 0.5926 -4.5911 -2.5661
H26 -0.3361 -5.5630 -1.3929
C16 0.7060 -5.1944 0.9168
H27 1.0507 -5.6923 1.8330
H28 -0.1960 -5.7293 0.6019
H29 1.4886 -5.3439 0.1674
C17 0.6747 5.0750 1.5381
H30 -0.2431 5.6168 1.2971
H31 1.0114 5.4693 2.5050
H32 1.4439 5.3480 0.8133
H33 1.3755 3.1298 2.0371
H34 1.3492 -3.3108 1.6708
H35 -0.9959 2.9675 -1.9440
H36 -1.0084 -2.7025 -2.2939
O1 -3.8334 -0.0868 1.4930
H37 0.7026 0.1069 -2.1011
H38 -0.1505 0.1212 -2.3510
O2 0.5741 -0.1302 1.7112
H39 0.4276 -0.2823 2.6801
H40 1.5465 -0.0713 1.6248



Q: Among the records above, which one has the lowest total energy?
A: C17H40NO2P2Yb